No. 1
67
Properties=species:S:1:pos:R:3:forces:R:3 method="wB97M-V/def2-TZVPD" mol_weight_g_mol=716.64 homo_ev=-10.903 charge=+1 e_tot_ha=-2122.23165
Bi -0.674 -1.085 -1.804 0.045 0.534 0.726
C -1.857 -4.315 0.942 0.878 -2.784 0.156
C -1.161 -3.723 2.117 -0.303 1.207 0.535
N 0.186 -3.156 1.887 -1.204 -0.628 0.034
C 1.345 -3.957 2.285 0.210 -0.341 0.077
C 2.049 -4.583 1.077 -0.026 -0.190 1.144
C 0.367 -2.077 1.164 1.458 1.100 -0.062
S -1.016 -1.006 0.799 0.304 -0.190 -0.625
N 1.661 -1.724 0.963 -1.492 -0.051 -0.009
C 2.080 -0.969 -0.031 1.060 0.167 0.752
O 1.496 -0.764 -1.128 -0.459 -0.172 -0.471
C 3.445 -0.325 0.149 -2.163 -0.007 -1.470
C 4.186 -0.504 1.285 0.646 1.331 -0.667
C 5.365 0.248 1.384 -0.533 -1.352 -0.362
C 5.839 1.002 0.334 -1.623 0.333 -0.715
C 5.037 1.196 -0.808 -0.305 -0.553 0.720
C 3.798 0.543 -0.885 1.399 0.536 -0.549
H -2.614 -4.987 1.329 -0.524 0.132 0.135
H -1.249 -5.028 0.359 0.070 0.641 -0.076
H -2.312 -3.577 0.362 -0.593 1.063 -1.223
H -1.140 -4.375 2.967 0.503 -0.560 0.233
H -1.864 -2.953 2.424 0.416 0.525 0.343
H 0.961 -4.733 2.980 0.389 0.563 -0.374
H 2.058 -3.289 2.775 -0.217 -0.131 0.282
H 1.282 -4.963 0.435 -0.236 -0.293 -0.759
H 2.640 -5.423 1.439 0.154 0.036 -0.183
H 2.676 -3.844 0.594 0.018 -0.147 -0.219
H 3.769 -1.137 2.025 0.141 -0.430 0.793
H 5.957 0.082 2.233 0.831 0.110 1.141
H 6.744 1.544 0.411 0.895 0.284 0.145
H 5.404 1.856 -1.580 -0.162 -0.036 -0.185
H 3.164 0.663 -1.779 0.300 -0.104 0.705
C 0.196 1.779 -4.927 -0.737 -0.057 -0.388
C 0.597 2.993 -4.412 0.296 -0.802 -0.372
C 0.598 3.147 -3.047 0.082 0.407 0.770
C 0.088 2.171 -2.192 0.374 0.002 0.728
C -0.289 0.923 -2.723 -0.494 0.693 0.899
C -0.290 0.773 -4.085 0.514 -0.337 -0.706
C -0.121 2.548 -0.744 0.333 -0.274 -0.643
C 0.845 3.304 -0.006 -0.067 -0.619 -2.234
C 0.577 3.694 1.231 -0.030 -0.636 2.065
C -0.638 3.283 1.799 -1.989 0.329 -0.121
C -1.068 3.639 3.095 0.763 -0.677 1.224
C -2.285 3.233 3.573 -0.269 -0.139 -0.900
C -3.201 2.531 2.739 -0.469 0.734 1.132
C -2.875 2.272 1.458 0.042 -0.669 -0.548
C -1.593 2.603 0.983 0.800 0.156 0.610
N -1.278 2.189 -0.256 0.077 0.104 -0.782
H 0.204 1.662 -6.000 -0.066 -0.275 -0.097
H 0.947 3.759 -5.085 0.095 0.158 0.089
H 1.023 4.058 -2.638 -0.366 0.047 0.141
H -0.619 -0.185 -4.488 0.130 0.160 -0.368
H 1.761 3.533 -0.502 0.583 0.130 -0.128
H 1.299 4.116 1.919 0.149 0.446 -0.340
H -0.320 4.028 3.806 -0.530 0.270 -0.518
H -2.622 3.465 4.558 0.140 0.143 0.628
H -4.178 2.285 3.172 0.377 -0.049 -0.346
H -3.518 1.735 0.758 0.063 0.233 0.515
N -5.087 0.317 -1.448 0.841 -1.547 -0.036
C -5.379 -1.029 -1.727 1.965 1.798 -0.076
C -4.169 -1.586 -1.928 0.462 -0.404 0.123
N -3.140 -0.651 -1.729 -0.049 -1.491 -0.325
C -3.728 0.459 -1.424 -2.336 -0.166 -0.374
H -5.731 0.994 -1.133 -0.628 0.759 0.155
H -6.324 -1.438 -1.898 -1.271 -0.242 0.085
H -4.021 -2.622 -2.185 0.411 0.085 -0.054
H -3.284 1.378 -1.215 0.928 1.139 0.218

No. 2
64
Properties=species:S:1:pos:R:3:forces:R:3 method="wB97M-V/def2-TZVPD" mol_weight_g_mol=408.49 homo_ev=-9.405 charge=0 e_tot_ha=-1422.68544 smiles="CC[C@]1(CCOC=O)OC(=O)O[C@H]1CCOC=O.CCOCC.CCOCC"
C 2.447 1.123 -0.276 -0.127 -0.016 -0.255
C 2.175 0.542 -1.674 0.355 0.196 0.657
C 2.314 -0.980 -1.771 -0.757 -0.400 -0.412
C 1.017 -1.585 -2.348 -0.157 0.171 -0.390
C -0.041 -1.613 -1.248 -0.290 -0.132 -0.246
O -1.339 -1.408 -1.850 0.277 0.032 0.075
C -2.288 -0.947 -1.027 -0.837 0.247 -0.036
O -3.394 -0.676 -1.403 0.442 -0.192 -0.005
O 2.468 -1.661 -0.476 0.250 -0.078 -0.057
C 3.062 -2.861 -0.723 -0.199 -0.253 0.430
O 3.200 -3.722 0.091 -0.128 0.342 -0.495
O 3.465 -2.920 -2.022 0.508 0.154 0.109
C 3.591 -1.521 -2.398 0.086 0.336 0.604
C 3.949 -1.262 -3.848 0.029 -0.488 0.040
C 5.163 -0.347 -4.022 -0.013 0.068 -0.282
O 5.093 0.807 -3.175 -0.009 -0.245 -0.121
C 6.065 0.976 -2.266 0.098 0.545 0.780
O 6.011 1.829 -1.428 -0.068 -0.260 -0.406
H 2.083 2.151 -0.246 0.082 -0.043 0.031
H 1.913 0.548 0.483 0.133 0.116 0.040
H 3.512 1.142 -0.044 -0.054 -0.105 0.066
H 1.173 0.844 -1.985 0.027 -0.194 0.027
H 2.869 1.000 -2.380 -0.051 -0.034 -0.058
H 1.162 -2.587 -2.758 0.084 0.047 0.141
H 0.618 -0.980 -3.167 0.219 0.094 0.072
H -0.046 -2.590 -0.761 0.025 0.160 0.209
H 0.131 -0.823 -0.514 0.030 -0.114 0.025
H -1.991 -0.824 0.027 0.253 -0.059 -0.035
H 4.383 -1.155 -1.730 0.135 0.237 -0.343
H 4.247 -2.227 -4.274 -0.218 0.089 -0.121
H 3.091 -0.893 -4.413 0.029 0.016 0.061
H 5.206 0.021 -5.050 -0.032 -0.082 0.078
H 6.092 -0.896 -3.838 -0.076 0.031 0.166
H 6.913 0.278 -2.329 -0.098 -0.155 -0.249
C 0.665 -2.704 3.179 -0.047 0.003 0.091
C 0.658 -1.202 2.960 0.100 -0.088 -0.077
O -0.495 -0.544 3.454 -0.063 0.056 -0.120
C -0.720 -0.654 4.848 -0.037 -0.006 0.088
C 0.395 -0.076 5.702 0.069 -0.010 -0.079
H -0.241 -3.154 2.768 0.011 -0.002 -0.026
H 1.531 -3.147 2.686 -0.008 0.010 -0.037
H 0.714 -2.964 4.237 0.045 0.002 -0.002
H 0.668 -1.000 1.887 -0.030 0.053 0.007
H 1.567 -0.748 3.370 0.000 -0.022 0.035
H -0.915 -1.696 5.125 0.042 -0.009 -0.002
H -1.643 -0.102 5.028 -0.008 0.003 -0.034
H 1.327 -0.630 5.588 -0.014 -0.027 0.035
H 0.114 -0.115 6.755 -0.018 0.011 0.004
H 0.585 0.963 5.430 -0.018 0.010 0.015
C -4.148 2.211 0.452 -0.053 -0.027 -0.081
C -5.053 3.345 0.901 0.060 -0.039 0.083
O -5.777 3.955 -0.152 -0.009 0.082 -0.004
C -6.646 3.103 -0.876 -0.037 -0.043 -0.073
C -7.739 2.470 -0.032 0.051 0.020 0.090
H -3.470 2.552 -0.332 0.018 0.009 0.013
H -3.555 1.849 1.294 0.006 0.026 0.016
H -4.710 1.365 0.056 0.022 -0.029 0.032
H -4.455 4.147 1.335 -0.018 0.031 -0.029
H -5.734 2.999 1.688 -0.011 -0.026 -0.020
H -6.077 2.332 -1.406 0.001 -0.024 0.035
H -7.097 3.742 -1.637 0.022 0.029 0.008
H -7.334 1.783 0.712 -0.003 -0.036 -0.033
H -8.418 1.903 -0.670 -0.007 0.010 -0.015
H -8.310 3.237 0.492 -0.015 0.003 -0.019

No. 3
116
Properties=species:S:1:pos:R:3:forces:R:3 method="wB97M-V/def2-TZVPD" mol_weight_g_mol=790.92 homo_ev=-11.178 charge=+2 e_tot_ha=-3169.14442
C 9.035 -1.900 0.675 -0.347 0.260 0.484
N 7.671 -1.524 0.301 -2.754 -0.688 -0.929
C 7.406 -0.565 -0.650 -1.244 0.017 0.539
C 6.095 -0.106 -0.918 1.914 -0.488 0.963
C 5.011 -0.657 -0.229 -1.496 -1.065 -1.785
C 5.257 -1.759 0.587 2.688 -0.167 1.177
C 6.607 -2.132 0.918 -1.858 1.702 -1.157
C 3.589 -0.381 -0.689 -1.034 0.332 1.035
C 2.534 -0.283 0.248 3.942 0.033 -1.492
C 1.220 -0.220 -0.176 7.967 -5.981 -6.504
N 0.929 -0.237 -1.491 0.235 -1.390 -0.657
C 1.860 -0.300 -2.441 3.343 0.196 0.816
C 3.238 -0.376 -2.085 -1.903 0.047 -0.652
C -0.516 -0.287 -1.884 12.426 -2.497 -3.338
H 9.691 -1.921 -0.196 0.030 0.593 0.263
H 9.067 -2.899 1.109 -0.294 0.156 0.037
H 9.158 -1.140 1.446 1.550 -0.241 -0.055
H 8.248 -0.136 -1.173 0.161 -0.132 0.100
H 5.984 0.710 -1.616 -0.087 -0.087 -0.120
H 4.498 -2.357 1.070 -0.225 0.225 -0.145
H 6.712 -2.843 1.724 0.750 -0.213 -0.275
H 2.791 -0.353 1.295 0.418 0.077 -1.064
H 0.404 -0.149 0.528 -0.534 -17.160 3.275
H 1.453 -0.313 -3.441 0.384 0.008 -0.244
H 3.970 -0.517 -2.866 0.022 0.115 0.006
H -0.750 0.704 -2.273 5.977 -2.647 -3.580
H -1.046 -0.382 -0.936 5.522 1.752 -0.372
H -0.691 -1.108 -2.580 0.560 0.072 -0.452
C 1.903 -3.290 0.673 1.550 -0.100 -0.605
C 0.427 -3.368 0.872 -0.820 -0.093 0.558
C -0.320 -2.067 1.320 -0.860 -0.368 -0.622
C -1.842 -2.192 1.081 -0.306 -3.494 4.684
N -2.753 -0.990 1.582 0.516 -1.603 0.970
C -4.199 -1.269 1.190 0.059 1.617 -1.835
C -4.847 0.169 1.190 -0.571 -1.519 1.405
C -3.719 1.092 0.866 1.134 0.828 -0.684
C -2.359 0.347 1.028 -1.814 1.741 1.591
C -2.772 -0.949 3.107 0.321 -2.101 -0.397
H 2.496 -2.803 1.447 -0.394 0.411 0.216
H 2.167 -2.870 -0.297 0.064 0.338 0.074
H 2.347 -4.285 0.648 -0.272 -0.305 -0.037
H 0.309 -4.190 1.579 -0.631 0.233 0.395
H 0.041 -3.790 -0.056 -0.445 0.300 -0.160
H 0.033 -1.211 0.745 -0.398 -2.764 0.213
H -0.011 -1.790 2.328 -0.426 -0.402 0.354
H -2.167 -3.035 1.690 -0.340 0.050 0.692
H -2.070 -2.402 0.036 -0.017 -1.970 2.589
H -4.616 -2.077 1.791 0.041 0.375 0.069
H -4.176 -1.546 0.136 0.065 -0.531 0.088
H -5.268 0.301 2.187 0.295 0.477 0.210
H -5.720 0.349 0.563 0.239 -0.643 -0.417
H -3.722 2.002 1.466 -0.501 -0.640 -0.215
H -3.736 1.481 -0.152 -0.585 -0.462 -0.194
H -1.698 0.872 1.716 -1.019 -0.746 0.569
H -1.798 0.205 0.104 -1.787 1.598 2.771
H -3.515 -0.251 3.494 0.416 0.097 -0.319
H -1.764 -0.796 3.490 -0.868 -0.289 -0.507
H -3.015 -1.951 3.462 -0.477 -0.137 -0.335
O 0.198 0.642 0.582 -5.898 18.358 4.528
H -0.544 1.232 0.820 -0.478 -0.597 0.927
Cl 1.607 2.909 -2.139 2.244 -0.595 0.040
C 1.303 2.332 -0.444 1.334 4.028 -0.590
C 1.715 3.526 0.483 0.259 -0.680 0.630
Cl 0.754 4.974 0.238 0.197 1.472 -1.172
H 1.768 1.359 -0.285 0.850 2.628 -0.371
H 0.222 2.230 -0.355 2.376 1.217 -0.704
H 2.733 3.916 0.449 0.116 -0.730 -0.408
H 1.494 3.339 1.534 0.324 -0.529 -0.106
C 1.638 -0.705 4.349 0.023 -0.303 -1.104
C 1.846 0.142 3.068 -0.110 -1.284 1.277
C 0.831 1.288 2.978 -0.281 0.449 1.046
C -0.563 1.082 3.513 0.438 -1.043 1.395
N -1.610 0.943 4.000 3.896 0.698 0.632
H 2.325 -1.551 4.374 0.293 0.152 0.047
H 0.679 -1.175 4.128 -0.304 0.017 0.892
H 1.672 -0.199 5.314 -0.219 0.146 -0.235
H 1.846 -0.572 2.245 -1.507 0.085 0.926
H 2.879 0.476 2.965 -0.032 0.870 0.483
H 0.731 1.654 1.956 0.777 0.302 1.496
H 1.210 2.026 3.685 0.092 0.535 -0.286
C -3.000 4.497 -0.147 -0.097 0.983 0.712
C -2.000 3.385 -0.194 -2.054 1.663 3.674
C -1.264 3.165 1.164 -2.990 0.501 0.991
C -2.177 2.871 2.333 -2.414 0.348 3.242
N -2.855 2.637 3.290 2.257 2.743 -4.674
H -2.498 5.353 0.304 0.130 0.293 -0.001
H -3.840 4.341 0.530 -0.200 -0.355 -0.196
H -3.354 4.866 -1.109 -0.063 -0.435 -0.123
H -1.201 3.582 -0.909 -2.185 2.015 3.137
H -2.332 2.460 -0.664 -1.415 1.100 1.763
H -0.784 4.094 1.468 0.127 -0.457 -0.119
H -0.564 2.352 0.971 -0.220 1.948 1.284
C -3.174 -4.075 -3.206 0.039 0.274 0.880
C -3.717 -3.756 -4.446 0.770 0.797 0.263
C -3.758 -2.405 -4.825 -0.111 -0.247 1.020
C -3.341 -1.420 -3.902 -0.486 0.447 -0.233
C -2.786 -1.747 -2.665 -0.814 -0.674 1.268
C -2.716 -3.093 -2.315 -0.366 -0.319 -0.734
C -2.271 -0.767 -1.629 -4.644 -0.339 -5.394
O -1.876 -1.099 -0.520 -5.763 -2.831 -3.032
C -2.042 0.623 -2.138 -9.913 2.095 -1.368
C -1.245 1.534 -1.433 -2.395 7.500 -0.678
C -0.970 2.796 -2.009 0.240 -2.261 -4.168
C -1.629 3.207 -3.192 0.101 -0.293 0.002
C -2.456 2.351 -3.845 -1.163 -1.284 0.488
C -2.672 1.023 -3.344 -0.576 -0.587 0.470
C -3.565 0.034 -4.135 0.159 1.675 -2.233
O -4.294 0.459 -5.042 1.300 -0.854 2.049
H -3.151 -5.091 -2.840 0.021 -0.193 -0.257
H -4.046 -4.548 -5.103 -0.113 0.100 -0.087
H -4.192 -2.154 -5.781 0.057 0.401 0.042
H -2.340 -3.371 -1.341 0.043 -0.281 -0.151
H -0.744 1.364 -0.491 -1.491 -0.571 -2.454
H -0.278 3.493 -1.561 0.816 -0.776 -1.777
H -1.584 4.191 -3.635 0.572 0.258 0.404
H -3.080 2.721 -4.645 0.172 -0.306 -0.350

no.,E_LUMO (eV),Kohn-Sham gap (eV)
1,-2.981,7.92
2,0.423,9.83
3,-6.239,4.94